a:
This record from the Open Molecules 2025 dataset describes a molecular structure, C3H4O. The level of theory is wB97M-V/def2-TZVPD.

```
8
Properties=species:S:1:pos:R:3:nbo_charge:R:1
C -0.608 -1.590 0.937 -0.23
C -0.444 -0.674 0.207 -0.07
C -0.120 0.525 -0.532 -0.11
O 1.124 0.408 -1.179 -0.71
H -0.892 -2.240 1.783 0.25
H -0.142 1.410 0.510 0.17
H -0.788 0.735 -1.393 0.22
H 1.796 -0.221 -0.708 0.48
```

Output
Gap between HOMO and LUMO (eV): 10.813
Spin multiplicity: 1
Total charge: 0

b:
This record from the Open Molecules 2025 dataset describes C3H4O in the gas phase. The level of theory is wB97M-V/def2-TZVPD.

```
8
Properties=species:S:1:pos:R:3:nbo_charge:R:1
C -0.598 -1.790 1.348 -0.33
C -0.051 -0.947 0.726 0.25
O 0.985 0.145 -0.020 -0.46
C 0.305 1.071 -0.767 -0.24
H -1.263 -2.499 1.730 0.24
H -0.458 1.638 -0.238 0.18
H -0.056 0.609 -1.793 0.17
H 1.136 1.773 -0.987 0.20
```

Output
Gap between HOMO and LUMO (eV): 10.908
Spin multiplicity: 1
Total charge: 0

c:
This record from the Open Molecules 2025 dataset describes 2 unconnected molecules or ions with the total composition C3H4O. The level of theory is wB97M-V/def2-TZVPD.

```
8
Properties=species:S:1:pos:R:3:nbo_charge:R:1
C 1.647 -0.713 0.249 -0.28
C 1.683 0.274 -0.430 -0.20
C -1.827 0.374 -0.509 0.07
O -1.395 0.013 0.686 -0.67
H 1.222 -1.507 0.744 0.23
H 1.971 1.196 -0.986 0.26
H -2.908 0.315 -0.583 0.08
H -0.392 0.047 0.829 0.52
```

Output
Gap between HOMO and LUMO (eV): 9.167
Spin multiplicity: 1
Total charge: 0

Q: Which of them is the least stable? A: c.

a:
This record from the Open Molecules 2025 dataset describes a molecular structure, C3H11N2. The level of theory is wB97M-V/def2-TZVPD.

```
16
Properties=species:S:1:pos:R:3:nbo_charge:R:1
C 1.822 0.034 -1.295 -0.43
N 0.660 0.942 -1.061 -0.78
H 2.351 0.364 -2.188 0.22
H 1.498 -0.987 -1.483 0.22
H 2.543 0.082 -0.482 0.22
H 0.359 1.280 -1.968 0.41
H -0.273 0.422 -0.300 0.43
H 0.980 1.725 -0.496 0.41
C -0.547 -0.241 1.914 -0.45
C -2.074 -0.732 0.134 0.08
N -1.095 -0.058 0.564 -0.43
H 0.451 0.185 1.975 0.22
H -1.187 0.214 2.666 0.24
H -0.433 -1.309 2.100 0.23
H -2.272 -0.773 -0.932 0.21
H -2.783 -1.149 0.852 0.20
```

Output
Gap between HOMO and LUMO (eV): 11.108
Spin multiplicity: 1
Total charge: +1

b:
This record from the Open Molecules 2025 dataset describes 2 unconnected molecules or ions with the total composition C3H11N2. The level of theory is wB97M-V/def2-TZVPD.

```
16
Properties=species:S:1:pos:R:3:nbo_charge:R:1
C -2.000 -0.344 -2.330 0.08
N -1.211 0.427 -1.673 -0.78
H -3.080 -0.433 -2.171 0.16
H -1.596 -0.903 -3.163 0.18
H -0.497 0.271 0.419 0.47
H -1.542 1.382 -1.460 0.38
C 1.556 0.101 -0.005 -0.45
N 0.436 0.427 0.885 -0.51
C 0.471 -0.392 2.142 -0.43
H 1.573 0.910 -0.772 0.25
H 1.417 -0.799 -0.627 0.25
H 2.505 -0.100 0.501 0.24
H 0.501 1.447 1.010 0.44
H -0.485 -0.293 2.696 0.25
H 0.600 -1.468 1.824 0.24
H 1.353 -0.233 2.723 0.24
```

Output
Gap between HOMO and LUMO (eV): 10.027
Spin multiplicity: 1
Total charge: +1

Q: Which of them is the least stable? A: b.

a:
This record from the Open Molecules 2025 dataset describes 2 unconnected molecules or ions with the total composition C3H11N2. The level of theory is wB97M-V/def2-TZVPD.

```
16
Properties=species:S:1:pos:R:3:nbo_charge:R:1
C -2.001 0.137 -0.422 -0.63
C -1.833 1.678 -0.335 -0.62
H -1.391 -0.269 -1.223 0.20
H -3.027 -0.074 -0.725 0.24
H -1.871 -0.335 0.560 0.19
H -0.886 1.993 -0.791 0.18
H -2.605 2.181 -0.898 0.24
H -1.838 2.051 0.684 0.21
N 2.174 -0.494 -0.570 -0.69
C 1.193 -0.257 0.245 0.41
N 0.791 -1.093 1.171 -0.72
H 2.815 -1.278 -0.504 0.44
H 2.410 0.158 -1.301 0.44
H 0.691 0.701 0.249 0.24
H 0.211 -0.704 1.904 0.43
H 0.840 -2.105 1.195 0.44
```

Output
Gap between HOMO and LUMO (eV): 11.274
Spin multiplicity: 1
Total charge: +1

b:
This record from the Open Molecules 2025 dataset describes 2 unconnected molecules or ions with the total composition C3H11N2. The level of theory is wB97M-V/def2-TZVPD.

```
16
Properties=species:S:1:pos:R:3:nbo_charge:R:1
C -0.860 0.212 -1.819 -0.40
N -0.107 -1.070 -1.454 -0.71
H -1.405 -0.211 -2.677 0.22
H -1.440 0.556 -0.979 0.25
H -0.196 0.911 -2.325 0.24
H -0.768 -1.666 -0.962 0.43
H 0.629 -0.889 -0.600 0.47
H 0.296 -1.574 -2.231 0.44
C -0.349 0.875 1.942 -0.48
C 1.587 -0.068 1.059 -0.06
N 0.456 0.460 0.849 -0.45
H -0.291 0.251 2.846 0.21
H -1.426 0.919 1.655 0.21
H -0.281 1.906 2.300 0.25
H 2.341 -0.207 0.310 0.19
H 1.814 -0.405 2.086 0.18
```

Output
Gap between HOMO and LUMO (eV): 10.652
Spin multiplicity: 1
Total charge: +1

c:
This record from the Open Molecules 2025 dataset describes a molecular structure, C3H11N2. The level of theory is wB97M-V/def2-TZVPD.

```
16
Properties=species:S:1:pos:R:3:nbo_charge:R:1
C 2.850 -0.355 -0.678 -0.46
C -0.790 0.449 1.056 -0.09
C -1.583 0.027 -0.118 -0.32
N -2.955 0.474 -0.046 -0.82
N 1.517 -0.655 -0.229 -0.46
H 2.920 0.698 -1.039 0.24
H 3.159 -1.145 -1.365 0.30
H -0.663 -0.153 1.899 0.23
H -0.590 1.533 1.153 0.24
H -1.556 -1.090 -0.175 0.22
H -1.087 0.421 -1.050 0.25
H -3.656 0.412 -0.754 0.42
H -3.071 1.317 0.536 0.38
H 0.435 -0.049 0.315 0.29
H 1.498 -1.529 0.303 0.38
H 3.573 -0.356 0.191 0.22
```

Output
Gap between HOMO and LUMO (eV): 5.174
Spin multiplicity: 1
Total charge: +1

Q: Which of them is the least stable? A: c.

a:
This record from the Open Molecules 2025 dataset describes a molecular structure, C3H11N2. The level of theory is wB97M-V/def2-TZVPD.

```
16
Properties=species:S:1:pos:R:3:nbo_charge:R:1
N 0.623 -2.316 1.123 -0.98
H -0.260 -2.434 0.626 0.42
H 0.591 -2.850 1.987 0.42
H 1.371 -2.705 0.551 0.42
H 0.738 -0.989 1.229 0.44
C -1.215 1.453 -1.893 -0.64
C -0.783 1.113 -0.495 -0.15
C 0.439 0.714 -0.176 -0.10
N 0.831 0.326 1.163 -0.78
H -0.394 1.261 -2.579 0.22
H -2.044 0.799 -2.165 0.24
H -1.574 2.478 -1.915 0.24
H -1.528 1.174 0.298 0.20
H 1.200 0.628 -0.939 0.21
H 1.791 0.580 1.353 0.42
H 0.214 0.769 1.833 0.42
```

Output
Gap between HOMO and LUMO (eV): 10.320
Spin multiplicity: 1
Total charge: +1

b:
This record from the Open Molecules 2025 dataset describes a molecular structure, C3H11N2. The level of theory is wB97M-V/def2-TZVPD.

```
16
Properties=species:S:1:pos:R:3:nbo_charge:R:1
C 0.256 -2.607 -0.262 -0.65
C 0.175 -1.136 -0.556 -0.15
C 0.994 -0.226 0.012 -0.09
N 0.862 1.192 -0.261 -0.77
H 1.084 -2.833 0.414 0.23
H -0.683 -2.959 0.224 0.24
H 0.398 -3.199 -1.217 0.25
H -0.557 -0.770 -1.239 0.20
H 1.733 -0.509 0.733 0.22
H 1.637 1.748 0.107 0.42
H 0.831 1.314 -1.270 0.42
N -1.388 2.013 0.674 -1.00
H -1.423 1.918 1.707 0.42
H -2.120 1.461 0.281 0.41
H -1.582 3.015 0.452 0.42
H -0.216 1.578 0.202 0.43
```

Output
Gap between HOMO and LUMO (eV): 10.336
Spin multiplicity: 1
Total charge: +1

c:
This record from the Open Molecules 2025 dataset describes 2 unconnected molecules or ions with the total composition C3H11N2. The level of theory is wB97M-V/def2-TZVPD.

```
16
Properties=species:S:1:pos:R:3:nbo_charge:R:1
C 1.634 -2.158 1.561 -0.03
N 0.783 -1.469 2.174 -0.66
H 1.492 -2.302 0.538 0.16
H 2.455 -2.670 2.182 0.18
H 1.067 -1.519 3.225 0.36
H -0.991 -0.332 0.677 0.47
C -0.514 1.352 -1.993 -0.66
C -0.005 1.031 -0.644 -0.21
N -1.245 0.476 0.136 -0.70
H -1.184 2.255 -2.057 0.24
H 0.001 1.418 -2.920 0.28
H -1.246 0.489 -2.235 0.20
H 0.860 0.137 -0.561 0.23
H 0.529 1.791 -0.203 0.24
H -1.560 1.304 0.608 0.44
H -2.074 0.197 -0.488 0.45
```

Output
Gap between HOMO and LUMO (eV): 10.800
Spin multiplicity: 1
Total charge: +1

d:
This record from the Open Molecules 2025 dataset describes 3 unconnected molecules or ions with the total composition C3H11N2. The level of theory is wB97M-V/def2-TZVPD.

```
16
Properties=species:S:1:pos:R:3:nbo_charge:R:1
N -1.961 -0.019 -1.233 -0.72
C -2.578 0.230 -0.019 0.11
C -3.418 1.469 0.228 -0.66
C -3.722 -1.033 -0.041 -0.33
N -4.569 -0.902 0.973 -0.16
H 22.841 0.481 1.617 0.00
H -1.008 0.251 -1.434 0.43
H -2.582 0.149 -2.014 0.39
H -2.061 -0.038 0.900 0.24
H -4.236 1.723 -0.442 0.25
H -3.673 1.460 1.287 0.25
H -2.758 2.345 0.147 0.26
H -3.206 -2.003 -0.155 0.22
H -4.249 -1.039 -1.019 0.34
H 21.837 -1.296 -0.306 0.00
H -4.658 -1.777 1.509 0.37
```

Output
Gap between HOMO and LUMO (eV): 1.826
Spin multiplicity: 1
Total charge: +1

Q: Which of them is the least stable? A: d.